Formula: C66H53NO13P
Source: the Open Molecules 2025 dataset
Level of theory: the ωB97M-V functional and the def2-TZVPD basis

Geometry (Å):
1 C 2.349 -3.928 -6.431
2 C 2.346 -2.578 -5.493
3 O 2.930 -2.805 -4.162
4 P 2.711 -1.378 -3.132
5 O 2.363 -0.082 -4.004
6 C 4.379 -1.181 -2.175
7 C 4.368 0.018 -1.057
8 C 5.245 1.281 -1.637
9 N 4.569 2.078 -2.731
10 C 3.355 2.830 -2.233
11 C 3.633 3.849 -0.978
12 C 4.633 5.105 -1.309
13 O 5.463 5.524 -0.317
14 O 4.693 5.854 -2.573
15 O 1.478 -1.809 -1.978
16 C 0.666 -0.651 -1.571
17 C 0.159 -0.752 0.019
18 H 1.390 -3.898 -7.141
19 H 3.299 -3.966 -7.133
20 H 2.311 -4.939 -5.841
21 H 2.949 -1.729 -6.068
22 H 1.223 -2.233 -5.329
23 H 5.182 -0.902 -3.012
24 H 4.637 -2.250 -1.751
25 H 4.963 -0.402 -0.111
26 H 3.302 0.307 -0.651
27 H 5.666 1.952 -0.747
28 H 6.219 0.801 -2.133
29 H 2.434 2.160 -1.957
30 H 2.996 3.516 -3.142
31 H 2.576 4.309 -0.669
32 H 3.979 3.205 -0.063
33 H 4.642 5.158 -3.300
34 H 1.352 0.295 -1.627
35 H -0.246 -0.445 -2.312
36 H 0.170 0.372 0.416
37 H -0.932 -1.188 0.071
38 H 0.925 -1.336 0.690
39 C 6.427 6.578 7.577
40 C 7.730 6.718 8.056
41 C 8.799 6.791 7.162
42 C 8.566 6.712 5.783
43 C 7.266 6.548 5.305
44 C 6.193 6.492 6.204
45 C 7.014 6.414 3.856
46 O 5.873 6.273 3.435
47 C 8.158 6.443 2.923
48 C 7.939 6.259 1.551
49 C 9.014 6.299 0.660
50 C 10.305 6.532 1.133
51 C 10.526 6.709 2.500
52 C 9.452 6.655 3.397
53 C 9.701 6.809 4.844
54 O 10.836 7.009 5.261
55 H 5.593 6.529 8.274
56 H 7.913 6.772 9.127
57 H 9.812 6.906 7.543
58 H 5.174 6.377 5.838
59 H 6.934 6.081 1.173
60 H 8.843 6.151 -0.404
61 H 11.141 6.570 0.439
62 H 11.538 6.886 2.863
63 C 1.645 -7.033 3.528
64 C 1.824 -5.924 2.702
65 C 0.764 -5.045 2.473
66 C -0.483 -5.283 3.062
67 C -0.669 -6.405 3.868
68 C 0.401 -7.276 4.111
69 C -1.994 -6.693 4.455
70 O -2.157 -7.677 5.167
71 C -3.120 -5.783 4.166
72 C -4.395 -6.076 4.668
73 C -5.463 -5.214 4.410
74 C -5.260 -4.056 3.660
75 C -3.992 -3.765 3.154
76 C -2.922 -4.636 3.399
77 C -1.594 -4.338 2.829
78 O -1.415 -3.323 2.165
79 H 2.474 -7.713 3.714
80 H 2.791 -5.741 2.237
81 H 0.913 -4.178 1.831
82 H 0.267 -8.147 4.751
83 H -4.561 -6.976 5.258
84 H -6.453 -5.445 4.797
85 H -6.090 -3.381 3.465
86 H -3.842 -2.862 2.564
87 C -0.420 1.954 -5.536
88 C 0.962 2.142 -5.577
89 C 1.490 3.341 -6.059
90 C 0.633 4.352 -6.513
91 C -0.747 4.154 -6.494
92 C -1.275 2.957 -5.994
93 C -1.657 5.194 -7.017
94 O -2.870 5.023 -6.998
95 C -1.085 6.438 -7.570
96 C -1.934 7.407 -8.121
97 C -1.402 8.592 -8.634
98 C -0.026 8.816 -8.590
99 C 0.822 7.850 -8.046
100 C 0.292 6.654 -7.544
101 C 1.200 5.623 -7.004
102 O 2.410 5.818 -6.969
103 H -0.831 1.024 -5.152
104 H 1.629 1.355 -5.232
105 H 2.569 3.482 -6.083
106 H -2.352 2.802 -5.964
107 H -3.009 7.241 -8.157
108 H -2.062 9.340 -9.066
109 H 0.387 9.742 -8.983
110 H 1.895 8.030 -8.019
111 C -9.464 -10.214 3.200
112 C -10.719 -10.563 2.702
113 C -11.666 -9.572 2.439
114 C -11.361 -8.228 2.686
115 C -10.115 -7.881 3.207
116 C -9.160 -8.876 3.454
117 C -9.800 -6.472 3.519
118 O -8.705 -6.167 3.973
119 C -10.827 -5.438 3.283
120 C -10.563 -4.106 3.628
121 C -11.524 -3.120 3.396
122 C -12.745 -3.458 2.811
123 C -13.013 -4.785 2.472
124 C -12.055 -5.778 2.718
125 C -12.362 -7.184 2.388
126 O -13.436 -7.483 1.879
127 H -8.723 -10.986 3.397
128 H -10.960 -11.607 2.516
129 H -12.642 -9.851 2.045
130 H -8.180 -8.612 3.848
131 H -9.612 -3.833 4.081
132 H -11.319 -2.087 3.669
133 H -13.491 -2.689 2.624
134 H -13.969 -5.042 2.021

The spin multiplicity is 1. The value obtained for the HOMO energy is -2.70 eV. The total charge is -1. As for the lowest unoccupied orbital energy: -0.4 eV.